C30H27CrN3O4 as an isolated structure. Source: the OMol25 dataset; level of theory: ωB97M-V/def2-TZVPD.

The lowest unoccupied orbital energy (spin up / spin down) is -3.317 / -3.350 eV. As for the frontier orbital gap (spin up / spin down): 7.2541 / 7.4448 eV. For the HOMO energy (spin up / spin down), the calculation gives -10.5706 / -10.7952 eV.

The geometry in ORCA input format:
```
! wB97M-V def2-TZVPD RIJCOSX def2/J DEFGRID3
* xyz 1 4
Cr 0.9673 0.9482 0.5922
O 1.8931 -0.5624 1.2206
C 3.1805 -0.8166 1.1861
C 3.6156 -2.1411 1.3664
C 4.9531 -2.4504 1.3323
C 5.9296 -1.4612 1.1348
C 5.5295 -0.1607 0.9864
C 4.1623 0.1877 1.0029
C 3.8178 1.5713 0.9475
N 2.6169 2.0430 0.9028
C 2.4241 3.5038 0.9470
C 0.9425 3.7588 1.2273
N 0.2197 2.8011 0.4003
C -0.6104 3.1690 -0.5052
C -1.0512 2.3019 -1.5641
C -2.1416 2.6968 -2.3618
C -2.4890 1.9976 -3.4890
C -1.6959 0.9045 -3.8709
C -0.6114 0.5101 -3.1272
C -0.2687 1.1783 -1.9362
O 0.7814 0.7680 -1.2681
H 2.8637 -2.9016 1.5240
H 5.2603 -3.4796 1.4654
H 6.9772 -1.7230 1.1120
H 6.2634 0.6253 0.8534
H 4.6484 2.2799 0.9774
H 3.0406 3.9418 1.7342
H 2.7126 3.9438 -0.0104
H 0.7243 3.5650 2.2806
H 0.6618 4.7892 0.9988
H -0.9515 4.2064 -0.5213
H -2.7038 3.5766 -2.0709
H -3.3312 2.3030 -4.0927
H -1.9360 0.3683 -4.7804
H 0.0086 -0.3247 -3.4254
C -1.5365 -3.2023 -3.8436
O -1.9353 -2.5460 -2.6464
C -1.2629 -2.8511 -1.5040
C -0.1877 -3.7195 -1.4209
C 0.3695 -3.9972 -0.1778
C -0.1497 -3.4359 0.9753
C -1.2147 -2.5530 0.8951
C -1.7484 -2.2364 -0.3411
N -2.8812 -1.4036 -0.5359
C -3.4930 -0.5241 0.2170
C -3.0928 0.1612 1.3913
C -4.1336 0.6541 2.2235
C -3.8650 1.3354 3.3739
C -2.5200 1.5829 3.7172
C -1.4934 1.1814 2.9059
C -1.7413 0.4903 1.6923
O -0.8087 0.1940 0.8588
H -2.2175 -2.8587 -4.6163
H -1.6169 -4.2852 -3.7376
H -0.5131 -2.9316 -4.1102
H 0.2109 -4.1887 -2.3071
H 1.2076 -4.6781 -0.1201
H 0.2697 -3.6762 1.9415
H -1.6377 -2.1374 1.7945
H -3.3419 -1.6194 -1.4140
H -4.4881 -0.2880 -0.1487
H -5.1600 0.4504 1.9421
H -4.6652 1.6790 4.0124
H -2.2962 2.1110 4.6352
H -0.4606 1.3743 3.1787
*
```

Löwdin atomic charge list, values in e, 8 entries: 0.981 -0.148 -0.302 0.004 -0.051 -0.076 -0.032 -0.133

One molecule with the formula C2H2O2S2. Source: the OMol25 dataset; level of theory: ωB97M-V/def2-TZVPD.

The lowest unoccupied orbital energy (spin up / spin down) is -1.718 / -1.639 eV. As for the frontier orbital gap (spin up / spin down): 7.2403 / 7.3341 eV. For the HOMO energy (spin up / spin down), the calculation gives -8.9586 / -8.9730 eV.

The geometry in ORCA input format:
```
! wB97M-V def2-TZVPD RIJCOSX def2/J DEFGRID3
* xyz 0 1
C 0.6041 0.2169 0.4904
C -0.5460 0.5927 -0.1913
O 2.4383 -1.4174 1.2406
O -2.4902 0.0680 -1.7045
S 1.2191 -1.3455 0.4366
S -1.4625 -0.6211 -0.9632
H 1.2438 0.8625 1.0569
H -1.0065 1.6439 -0.3655
*
```

For reference, the Löwdin charges in units of e are: -0.465 -0.430 -0.541 -0.547 0.899 0.888 0.073 0.124

C9H17B2F2N7ReS3 as an isolated structure. Source: the OMol25 dataset; level of theory: ωB97M-V/def2-TZVPD.

The lowest unoccupied orbital energy (spin up / spin down) is -6.989 / -7.772 eV. As for the frontier orbital gap (spin up / spin down): 7.4089 / 7.1317 eV. For the HOMO energy (spin up / spin down), the calculation gives -14.3981 / -14.9041 eV.

The geometry in ORCA input format:
```
! wB97M-V def2-TZVPD RIJCOSX def2/J DEFGRID3
* xyz 2 4
Re 0.6196 -0.7874 -0.5541
C -3.7538 -0.6862 -2.3468
N -3.4525 0.2984 -1.3098
C -4.0323 1.5410 -1.1813
C -3.4699 2.1264 -0.0952
N -2.5536 1.2504 0.4398
B -1.7800 1.5111 1.7651
N -0.1822 1.6430 1.5411
C 0.5542 1.9647 2.6485
C 1.8155 2.2882 2.2539
N 1.8548 2.1485 0.8950
C 2.9976 2.4843 0.0447
C 0.6261 1.7546 0.4765
S 0.2264 1.3722 -1.1904
C -2.5681 0.1578 -0.3184
S -1.5531 -1.2360 -0.0411
H -4.5091 -0.2657 -3.0032
H -4.1382 -1.5967 -1.8936
H -2.8575 -0.9046 -2.9236
H -4.7919 1.8799 -1.8635
H -3.6477 3.0847 0.3589
H -2.1278 2.5843 2.1560
H -1.9235 0.6147 2.5425
H 0.1117 1.9626 3.6297
H 2.6744 2.6166 2.8135
H 3.9101 2.1648 0.5413
H 3.0240 3.5588 -0.1229
H 2.8982 1.9725 -0.9086
N 0.7587 -3.0351 -0.3639
N 1.8839 -3.5423 0.3153
C 2.8338 -2.7204 0.7718
N 3.8784 -3.2380 1.3848
S 2.7368 -1.0055 0.6064
H -0.0851 -3.3781 0.1001
H 0.7502 -3.4141 -1.3131
H 1.9592 -4.5478 0.3985
H 3.9958 -4.2290 1.5415
H 4.6059 -2.6259 1.7227
F 1.5800 -0.3809 -3.5043
B 0.8457 -1.1521 -2.7449
F 0.2852 -2.2337 -3.2689
*
```

Löwdin atomic charge list, values in e, 8 entries: 0.733 0.019 -0.091 0.014 -0.003 -0.015 -0.368 0.009

Computed energy relative to the best compared isomer or geometry (same formula, charge and spin) (kcal/mol) in order:
0.0; 65.3; 0.0